# C28H36N4O2P2Pd

C28H36N4O2P2Pd as an isolated structure (ωB97M-V with the def2-TZVPD basis set, the OMol25 dataset).

Structure (XYZ):
```
73
Properties=species:S:1:pos:R:3:forces:R:3
Pd -3.0365 1.8488 -2.1392 -0.315 0.273 -0.245
C 0.9698 -1.1307 -1.5680 0.712 0.047 -0.729
C 0.2824 -0.5735 -2.5680 -0.263 0.914 0.171
C -0.4467 -1.2877 -3.6630 -0.407 -0.041 -0.192
C -1.9323 -1.6309 -3.3830 0.278 -0.216 0.087
C -2.2535 -2.1786 -2.0180 -0.092 0.383 0.507
C -1.3998 -2.7944 -1.2014 -0.527 -0.817 0.494
C -0.1321 -3.4693 -1.6368 0.469 0.133 0.055
C 1.1289 -2.6122 -1.3684 0.239 0.137 -0.080
C -2.3343 1.5488 -0.3216 0.571 -0.706 0.217
H 1.6375 -0.5014 -0.9713 -0.466 -0.145 -0.288
H 0.1799 0.5228 -2.6347 0.384 -0.511 0.180
H 0.1095 -2.1748 -3.9802 -0.047 -0.050 0.147
H -0.4776 -0.6000 -4.5204 0.153 -0.095 0.034
H -2.5020 -0.7008 -3.4693 -0.039 0.038 -0.101
H -2.2898 -2.3037 -4.1752 -0.093 -0.056 -0.217
H -3.2336 -1.8611 -1.6380 0.450 0.033 0.126
H -1.6326 -2.9236 -0.1259 -0.170 0.075 -0.820
H -0.1974 -3.7716 -2.6908 0.005 0.185 0.224
H 0.0059 -4.4067 -1.0786 -0.232 0.243 -0.110
H 1.4892 -2.7986 -0.3400 -0.032 0.062 -0.563
H 1.9067 -2.8981 -2.0911 0.113 -0.310 0.422
H -1.2550 1.6138 -0.5393 -0.174 0.036 0.291
H -2.5715 0.4844 -0.1143 0.048 0.580 0.160
H -2.6069 2.2217 0.5051 -0.141 -0.209 -0.491
P -4.9378 -1.6872 -5.3522 -2.027 -1.202 -0.581
P -2.1158 -0.4778 -7.1302 0.714 0.715 -2.665
N -5.4315 -3.3273 -4.9046 0.409 -0.312 0.985
N -6.5942 -1.2298 -5.8266 0.076 1.041 0.185
N -1.1613 -1.8976 -7.6523 0.375 -1.165 0.759
N -1.5794 0.4776 -8.5211 -0.527 0.541 0.618
C -4.3631 -2.1642 -7.0361 0.218 -0.055 -0.482
C -3.7328 -1.0149 -7.8370 -0.271 -0.202 0.126
C -5.5107 -3.7596 -3.5741 0.028 0.238 -1.441
C -6.0871 -5.0272 -3.5578 -0.314 -0.426 -1.091
C -6.3853 -5.3872 -4.9088 0.207 0.424 1.274
C -5.9858 -4.3274 -5.7101 0.136 0.551 0.426
C -7.2078 -0.0908 -5.3000 0.301 -1.078 -0.622
C -8.4332 0.0915 -5.9285 -0.146 -0.790 -0.825
C -8.5807 -0.9597 -6.8867 0.102 0.834 1.011
C -7.4617 -1.7755 -6.7809 0.474 0.292 0.478
C -0.1246 -2.4217 -6.8595 -1.425 1.534 -1.029
C 0.2396 -3.6676 -7.3470 -1.028 -1.734 -2.113
C -0.6199 -3.9509 -8.4596 1.949 -0.527 1.735
C -1.4297 -2.8351 -8.6539 0.143 1.193 1.128
C -1.1642 0.1010 -9.8045 0.013 0.972 -0.245
C -1.0273 1.2438 -10.5844 -0.406 -0.709 1.260
C -1.4194 2.3592 -9.7712 -0.218 -0.605 0.497
C -1.7751 1.8681 -8.5291 0.480 -0.251 -0.736
H -5.1936 -2.5794 -7.6266 0.350 0.144 0.278
H -3.6277 -2.9693 -6.9076 -0.127 -0.022 0.081
H -3.6361 -1.3000 -8.9008 -0.029 0.317 0.477
H -4.3810 -0.1245 -7.8051 0.208 -0.116 -0.093
H -5.1320 -3.1261 -2.7820 -0.059 -0.163 -0.017
H -6.2701 -5.6317 -2.6821 0.036 0.089 -0.046
H -6.8353 -6.3048 -5.2625 0.062 0.114 0.103
H -6.0364 -4.2228 -6.7843 0.133 -0.218 0.266
H -6.7031 0.4698 -4.5296 -0.095 0.105 0.012
H -9.1408 0.8811 -5.7237 0.100 -0.038 -0.049
H -9.3981 -1.0914 -7.5820 0.036 -0.082 0.193
H -7.2345 -2.7001 -7.2899 -0.067 0.360 -0.119
H 0.2905 -1.8269 -6.0558 -0.093 -0.130 -0.007
H 1.0247 -4.3036 -6.9589 -0.124 0.094 -0.041
H -0.6491 -4.8683 -9.0359 0.139 0.253 -0.023
H -2.1162 -2.6237 -9.4633 -0.057 -0.128 0.252
H -0.9907 -0.9295 -10.0628 0.201 0.176 -0.054
H -0.6801 1.2695 -11.6060 -0.041 -0.005 0.086
H -1.4359 3.3954 -10.0803 -0.018 -0.144 0.118
H -2.1559 2.3516 -7.6401 0.180 0.116 -0.103
O 1.7575 -1.1007 1.8404 -0.245 -0.770 -0.960
C 0.7612 -0.4542 1.4415 -1.544 2.090 0.961
O -0.0750 -0.7185 0.5207 1.078 -0.783 1.165
H 0.5805 0.5122 1.9985 0.290 -0.523 -0.406
```
Forces are in eV/Å.

The net charge is +2. The expectation value of S² is 6.062. The strongest force on any atom is 2.921 eV Å⁻¹. For the relative energy (zero: lowest compared OMol25 entry of this formula, charge and spin), the calculation gives 3.226 eV. As for the orbital gap (alpha / beta): 0.2108 / 0.1110 hartree. As for the spin multiplicity: 5. The value obtained for the LUMO energy (alpha / beta) is -5.8796 / -9.7745 eV.

These are the Löwdin partial charges, in e, on atoms 1 to 8:
1 Pd 0.391
2 C -0.133
3 C -0.094
4 C -0.225
5 C -0.236
6 C -0.131
7 C -0.104
8 C -0.174

---

# C39H103BF4N6O13

A 8-piece molecular cluster, C39H103BF4N6O13 overall (ωB97M-V with the def2-TZVPD basis set, the OMol25 dataset).

Structure (XYZ):
```
166
Properties=species:S:1:pos:R:3:forces:R:3
C -0.8666 0.6040 1.2360 -0.963 0.170 -0.685
C -0.5981 -0.0543 -0.1775 0.467 0.725 0.584
C 0.3390 -1.2540 0.1478 -0.518 -0.228 -0.365
O -1.6859 -0.4468 -0.8923 0.083 -0.280 0.871
H -1.5360 1.4554 1.1130 -0.114 0.077 -0.090
H 0.0894 1.0144 1.5609 -0.007 -0.381 0.201
H -1.3477 -0.0729 1.9421 0.368 -0.128 0.132
H -0.0923 0.7316 -0.7385 0.599 0.076 -0.266
H 1.2023 -0.8819 0.6994 -0.207 -0.060 -0.038
H 0.6620 -1.7675 -0.7577 0.116 0.069 -0.084
H -0.2185 -1.9690 0.7530 0.160 0.026 0.202
C 3.7813 11.1364 0.9451 0.715 0.040 1.857
O 3.2141 9.9132 0.5272 -1.680 -1.853 -0.052
C 2.5563 9.1650 1.5758 -0.012 -0.289 -0.776
C 2.3999 7.6793 1.1376 1.449 2.230 -1.458
N 1.7820 7.6598 -0.2832 -0.526 -1.749 0.559
H 0.7816 7.7169 -0.1564 -0.568 0.089 -0.151
H 2.0118 8.4196 -0.9077 0.738 1.046 0.462
C 2.0937 6.4060 -1.0787 0.440 0.885 -0.636
C 1.5631 5.1549 -0.5112 -0.094 -0.166 0.508
O 2.3210 4.8289 0.6366 -0.526 -0.414 -0.081
C 1.9211 3.6186 1.2503 -0.211 -0.607 0.146
H 4.4509 11.5857 0.2117 -0.415 -0.360 -0.239
H 4.3668 10.8258 1.8104 0.569 0.615 0.140
H 3.0629 11.8553 1.3389 -0.302 0.035 -0.464
H 1.5537 9.5011 1.8400 -0.249 0.682 -0.408
H 3.0636 9.1891 2.5403 0.584 -0.042 -0.099
H 1.7898 7.1293 1.8541 0.205 -0.223 -0.444
H 3.3797 7.2828 0.8712 0.014 -0.340 0.993
H 3.1696 6.2827 -1.2023 0.076 0.561 0.150
H 1.6589 6.5697 -2.0648 0.020 0.015 -0.053
H 1.6389 4.3937 -1.2876 0.153 -0.351 -0.071
H 0.4958 5.3185 -0.3622 -0.414 -0.348 0.712
H 2.6663 3.2220 1.9398 0.267 0.598 -0.055
H 1.7651 2.8242 0.5204 0.024 -0.085 -0.506
H 0.9877 3.6869 1.8089 -0.141 0.418 0.073
C 2.4750 -4.0276 0.9148 -0.449 -0.630 0.998
O 1.9089 -4.7592 2.0635 -0.889 0.698 -1.238
C 0.6275 -5.4284 1.7924 0.777 -0.970 0.592
C 0.0317 -6.0871 3.0958 0.828 1.481 0.124
N 0.2802 -5.1047 4.2643 0.077 -2.227 0.610
H 1.2457 -4.8268 4.1600 0.720 -0.197 0.160
H -0.2103 -4.2337 4.1201 -0.760 0.255 0.091
C 0.0911 -5.6819 5.7300 0.527 -0.485 -1.772
C 0.7713 -7.0577 5.8714 0.072 0.099 -0.627
O 2.0102 -7.1227 5.2193 1.586 0.973 0.397
C 2.6037 -8.4252 5.1006 -1.663 -0.948 -0.403
H 1.8982 -3.1470 0.6319 -0.537 -0.106 0.174
H 2.5981 -4.6507 0.0289 -0.085 -0.317 0.111
H 3.4502 -3.6231 1.1856 0.015 -0.458 0.406
H 0.8542 -6.2830 1.1549 -0.122 0.035 -0.335
H -0.1351 -4.8276 1.2969 0.220 0.573 0.119
H 0.5348 -7.0365 3.2797 0.179 0.400 0.337
H -1.0365 -6.2886 3.0153 0.045 0.348 -0.160
H -0.9681 -5.8815 5.8920 0.004 0.603 -0.002
H 0.5000 -4.9282 6.4030 -0.172 -0.059 -0.143
H 0.1948 -7.8431 5.3826 -0.772 -0.100 0.446
H 0.8007 -7.1877 6.9532 0.211 -0.532 0.114
H 1.8093 -9.0396 4.6769 -0.121 -0.377 -0.471
H 2.8175 -8.9995 6.0020 0.392 0.855 0.539
H 3.4335 -8.4818 4.3961 0.007 0.735 0.297
C -4.2688 -1.2611 -4.9962 -0.263 1.208 -0.294
O -2.8774 -1.5266 -4.8854 0.477 -0.143 -0.124
C -2.5157 -2.2368 -3.7356 0.221 0.849 0.409
C -0.9746 -2.1854 -3.6303 -0.078 0.951 -1.165
N -0.4867 -0.6696 -3.5810 0.546 -2.774 -0.366
H -1.0474 -0.0708 -4.1702 -0.465 0.179 -0.549
H -0.6832 -0.4602 -2.6127 0.134 0.787 0.392
C 0.9673 -0.4876 -3.9899 -0.519 0.353 -0.030
C 1.2698 0.9965 -3.9838 -0.844 0.036 -0.628
O 0.2360 1.6349 -4.7473 0.412 0.366 0.151
C 0.3038 3.0879 -4.7751 0.098 0.005 0.284
H -4.4854 -0.2802 -4.5730 0.045 0.162 0.661
H -4.9284 -1.9845 -4.5170 0.209 -0.327 -0.319
H -4.5055 -1.0516 -6.0394 0.048 -0.843 -0.096
H -2.9737 -3.2259 -3.7478 0.592 -0.445 0.008
H -2.9252 -1.7335 -2.8597 -0.186 0.196 0.423
H -0.5579 -2.6006 -4.5480 0.115 0.007 0.084
H -0.4914 -2.6306 -2.7606 -0.420 -0.202 -0.026
H 1.1407 -0.8655 -4.9975 -0.608 -0.182 -0.010
H 1.6526 -1.0275 -3.3364 -0.345 -0.043 0.264
H 2.2459 1.0884 -4.4600 0.160 0.463 0.118
H 1.2711 1.3483 -2.9521 0.206 0.378 0.172
H 0.1074 3.5710 -5.7322 0.203 -0.917 -0.490
H 1.2900 3.4175 -4.4481 -0.040 0.051 0.096
H -0.4819 3.5254 -4.1592 0.065 -0.235 0.566
C -4.4234 0.9220 2.4098 0.282 0.912 1.129
O -4.3643 -0.1595 1.5009 0.920 2.121 -1.101
C -5.0643 -1.2420 1.9650 0.416 -1.736 -0.284
C -4.7392 -2.4146 1.0283 0.256 -0.595 1.085
N -3.2330 -2.6053 0.8947 -0.488 0.437 -0.298
H -2.7565 -1.7310 0.7252 -0.317 0.770 -0.721
H -2.8734 -2.7794 1.8223 -0.027 -1.404 1.185
C -2.7632 -3.5903 -0.1373 0.197 -0.359 0.327
C -3.3386 -4.9967 0.0790 -1.245 -0.047 1.272
O -3.0725 -5.4011 1.3987 0.943 0.495 0.882
C -4.0312 -6.2481 2.0196 -1.502 -0.321 -0.793
H -5.4322 1.2524 2.6573 -0.218 -0.367 -0.163
H -3.9126 1.8287 2.0854 0.096 -0.155 -0.911
H -3.8915 0.7040 3.3359 -0.171 -0.535 0.201
H -6.1405 -1.0696 1.9805 -0.117 -0.100 0.165
H -4.6600 -1.5162 2.9393 -0.434 -0.025 0.379
H -5.2269 -2.4052 0.0535 0.262 0.123 -0.028
H -5.0220 -3.2968 1.6026 -0.387 -0.186 -0.389
H -1.6762 -3.6206 -0.0631 0.051 0.109 -0.033
H -3.0633 -3.1206 -1.0740 0.067 -0.469 -0.215
H -3.0065 -5.8111 -0.5649 0.147 0.569 -0.757
H -4.4214 -4.8851 0.0230 -0.302 -0.239 -0.610
H -3.8373 -6.5030 3.0615 0.781 0.134 -0.346
H -4.2570 -7.1181 1.4030 0.736 -0.539 0.130
H -5.0360 -5.8262 2.0411 -0.090 0.895 0.072
C -2.2271 4.6185 1.3672 0.994 0.722 -0.450
O -3.0259 3.9792 0.3297 1.636 -0.308 -1.105
C -2.2699 3.7236 -0.9352 -0.144 -0.612 1.331
C -3.0552 2.7992 -1.8756 -3.051 0.302 1.038
N -3.8079 1.6751 -1.0614 0.272 0.076 -1.073
H -3.1331 0.9325 -0.9464 -0.104 -0.731 0.081
H -4.0057 1.9993 -0.1255 -0.106 0.697 0.663
C -5.1978 1.1322 -1.5855 0.350 2.173 0.689
C -6.3813 2.1219 -1.2494 0.299 -0.862 -0.036
O -6.4407 2.3840 0.1287 1.415 -0.325 -0.136
C -7.5594 3.1267 0.5525 -2.075 0.213 -0.480
H -2.6399 4.7290 2.3700 -1.047 -0.703 -0.443
H -1.9501 5.6451 1.1275 -0.434 0.260 -0.610
H -1.2440 4.1776 1.5327 -0.019 -0.843 -0.300
H -1.3258 3.1994 -0.7870 0.253 -0.291 1.028
H -1.8943 4.6102 -1.4461 -0.843 0.475 -0.083
H -2.4947 2.3971 -2.7195 0.181 -0.272 0.405
H -3.9353 3.2867 -2.2949 0.295 0.543 -0.213
H -5.4459 0.2349 -1.0186 0.611 -0.080 -0.129
H -5.0693 0.9882 -2.6582 -0.279 -0.166 0.150
H -7.1951 1.4670 -1.5608 -0.644 0.196 -0.084
H -6.4653 3.0476 -1.8187 0.433 0.025 -0.294
H -8.4755 2.6879 0.1573 -0.172 -0.843 0.351
H -7.7363 4.1106 0.1180 1.257 0.533 -0.004
H -7.6430 3.1841 1.6378 0.452 -0.169 -0.195
C 3.5705 0.2200 -0.1335 1.026 0.733 0.708
O 4.6935 0.0860 -0.9843 0.491 -0.532 -0.348
C 4.4452 -0.6363 -2.1781 -0.535 0.642 0.279
C 5.6712 -1.0016 -3.0006 0.327 0.772 0.249
N 6.5323 0.1574 -3.4622 0.099 0.753 0.993
H 7.2195 -0.1509 -4.1352 0.644 -0.730 -0.075
H 6.0269 0.8557 -3.9886 -0.767 0.063 -0.192
C 7.2880 0.9657 -2.3985 0.301 -0.812 0.030
C 8.1762 0.0358 -1.5606 2.047 1.016 0.021
O 9.0306 -0.8024 -2.3530 -1.160 -0.788 -0.257
C 9.6053 -1.9429 -1.6282 -1.041 0.684 0.605
H 3.9124 0.9817 0.5673 -0.285 0.065 0.134
H 3.3582 -0.6557 0.4798 0.007 -0.410 -0.366
H 2.6736 0.6044 -0.6193 -0.138 -0.117 -0.430
H 3.7369 -0.0016 -2.7106 -0.216 -0.153 -0.703
H 3.9663 -1.5842 -1.9325 -0.153 -0.253 -0.120
H 5.3854 -1.4675 -3.9437 -0.180 -0.450 0.354
H 6.2740 -1.6517 -2.3667 0.350 -0.017 -0.476
H 6.5533 1.4739 -1.7740 0.016 -0.283 0.020
H 7.8307 1.7383 -2.9432 0.235 -0.283 -0.099
H 7.6214 -0.3659 -0.7127 -0.168 -0.952 -0.335
H 8.9294 0.6655 -1.0871 -0.427 0.716 0.474
H 10.0775 -2.6672 -2.2920 -0.146 0.500 -0.218
H 8.7699 -2.3974 -1.0956 -0.016 -0.474 -0.052
H 10.2904 -1.6247 -0.8424 0.278 0.263 -0.290
B -1.9984 -2.6635 4.1040 -0.796 -3.016 2.039
F -2.5711 -1.4923 4.0429 -1.260 3.686 -0.464
F -0.8386 -2.7129 3.3812 2.077 0.259 -1.507
F -1.7834 -3.1070 5.3987 0.553 0.044 0.188
F -2.8761 -3.6065 3.5094 -0.503 -0.402 -0.907
```
Forces are in eV/Å.

The net charge is +5. The expectation value of S² is 0.755. The strongest force on any atom is 3.923 eV Å⁻¹. As for the orbital gap (alpha / beta): 0.2775 / 0.1203 hartree. As for the spin multiplicity: 2. The value obtained for the LUMO energy (alpha / beta) is -10.1537 / -14.4313 eV.

These are the Löwdin partial charges, in e, on atoms 1 to 8:
1 C 0.036
2 C -0.487
3 C -0.019
4 O -0.009
5 H 0.064
6 H 0.094
7 H 0.092
8 H 0.106

---

Total energy: -61706.9320 -89166.0269 (eV)